A 3-piece molecular cluster, C42H65Cl2F8N3O12S2Si4 overall at a distorted geometry, computed with wB97M-V/def2-TZVPD.

Each atom is followed by the atoms it is bonded to, with distances in Å.
Geometry (Å):
1 C -3.748 4.553 -5.471  C2 1.540, H56 1.086, H57 1.085, H58 1.089
2 C -4.225 5.425 -4.294  C1 1.540, F3 1.377, C4 1.512, H59 1.089
3 F -3.701 6.692 -4.419  C2 1.377
4 C -3.759 4.808 -2.995  C2 1.512, C5 1.390, C23 1.392
5 C -4.478 3.746 -2.458  C4 1.390, C6 1.385, H60 1.081
6 C -4.015 3.162 -1.291  C5 1.385, C7 1.393, C54 1.486
7 C -2.863 3.607 -0.645  C6 1.393, C8 1.394, C24 1.504
8 C -2.155 4.680 -1.184  C7 1.394, C9 1.502, C23 1.395
9 C -0.941 5.244 -0.504  C8 1.502, O10 1.186, C11 1.549
10 O -1.024 6.203 0.188  C9 1.186
11 C 0.454 4.600 -0.701  C9 1.549, F12 1.333, F13 1.356, C14 1.567
12 F 1.297 5.143 0.179  C11 1.333
13 F 0.371 3.271 -0.442  C11 1.356
14 C 1.076 4.813 -2.123  C11 1.567, F15 1.343, F16 1.356, C17 1.538
15 F 1.886 5.882 -2.061  C14 1.343
16 F 0.125 5.082 -3.052  C14 1.356
17 C 1.926 3.644 -2.650  C14 1.538, F18 1.332, F19 1.354, C20 1.560
18 F 2.816 3.277 -1.731  C17 1.332
19 F 1.133 2.592 -2.962  C17 1.354
20 C 2.701 4.043 -3.944  C17 1.560, O21 1.174, O22 1.346
21 O 3.859 4.230 -3.889  C20 1.174
22 O 2.006 4.093 -5.095  C20 1.346, H61 0.968
23 C -2.611 5.273 -2.361  C4 1.392, C8 1.395, H62 1.079
24 C -2.496 2.888 0.624  C7 1.504, O25 1.199, C26 1.517
25 O -2.219 3.505 1.614  C24 1.199
26 C -2.622 1.377 0.551  C24 1.517, C27 1.397, C48 1.398
27 C -3.786 0.957 -0.097  C26 1.397, C28 1.394, C54 1.508
28 C -4.063 -0.401 -0.250  C27 1.394, C29 1.509, C37 1.414
29 C -5.317 -0.785 -0.996  C28 1.509, C30 1.555, H63 1.084, H64 1.081
30 C -6.504 -1.161 -0.064  C29 1.555, C31 1.536, H65 1.090, H66 1.086
31 C -6.525 -0.464 1.305  C30 1.536, C32 1.546, H67 1.082, H68 1.088
32 C -5.952 -1.353 2.433  C31 1.546, S33 1.771, H69 1.084, H70 1.090
33 S -6.476 -0.731 4.005  C32 1.771, O34 1.430, O35 1.427, O36 1.590
34 O -6.010 -1.586 5.053  S33 1.430
35 O -7.884 -0.498 3.989  S33 1.427
36 O -5.787 0.701 4.081  S33 1.590, H71 0.970
37 C -3.174 -1.353 0.300  C28 1.414, C38 1.530, C43 1.421
38 C -3.570 -2.815 0.078  C37 1.530, C39 1.555, H72 1.078, H73 1.084
39 C -2.672 -3.624 -0.901  C38 1.555, N40 1.520, N41 1.455, N42 1.449
40 N -3.537 -3.852 -2.130  C39 1.520, H74 1.014, H75 1.015
41 N -1.486 -2.884 -1.303  C39 1.455, H76 1.015, H77 1.015
42 N -2.362 -4.952 -0.413  C39 1.449, H78 1.009, H79 1.013
43 C -2.008 -0.916 0.985  C37 1.421, S44 1.803, C48 1.427
44 S -0.961 -2.171 1.747  C43 1.803, O45 1.414, O46 1.419, F47 1.539
45 O 0.258 -2.344 1.052  S44 1.414
46 O -1.726 -3.343 1.982  S44 1.419
47 F -0.704 -1.603 3.154  S44 1.539
48 C -1.699 0.474 1.087  C26 1.398, C43 1.427, C49 1.530
49 C -0.481 1.140 1.729  C48 1.530, Cl50 1.791, C51 1.566, H80 1.075
50 Cl -0.602 1.149 3.515  C49 1.791
51 C 0.948 0.814 1.179  C49 1.566, C52 1.523, Cl53 1.796, H81 1.084
52 C 0.971 0.253 -0.237  C51 1.523, H82 1.083, H83 1.086, H84 1.087
53 Cl 2.009 -0.113 2.293  C51 1.796
54 C -4.709 2.011 -0.657  C6 1.486, C27 1.508, O55 1.200
55 O -5.904 1.964 -0.567  C54 1.200
56 H -4.525 3.858 -5.775  C1 1.086
57 H -3.390 5.178 -6.283  C1 1.085
58 H -2.913 3.945 -5.128  C1 1.089
59 H -5.314 5.443 -4.281  C2 1.089
60 H -5.366 3.377 -2.953  C5 1.081
61 H 1.255 4.697 -5.003  O22 0.968
62 H -2.057 6.102 -2.774  C23 1.079
63 H -5.123 -1.674 -1.585  C29 1.084
64 H -5.635 -0.033 -1.705  C29 1.081
65 H -6.510 -2.235 0.116  C30 1.090
66 H -7.433 -0.954 -0.588  C30 1.086
67 H -6.008 0.487 1.324  C31 1.082
68 H -7.564 -0.276 1.567  C31 1.088
69 H -6.258 -2.387 2.319  C32 1.084
70 H -4.866 -1.275 2.389  C32 1.090
71 H -4.899 0.599 4.459  O36 0.970
72 H -4.570 -2.919 -0.311  C38 1.078
73 H -3.591 -3.282 1.055  C38 1.084
74 H -2.916 -4.012 -2.916  N40 1.014
75 H -4.030 -2.990 -2.339  N40 1.015
76 H -0.930 -3.412 -1.969  N41 1.015
77 H -1.817 -2.087 -1.837  N41 1.015
78 H -3.115 -5.575 -0.666  N42 1.009
79 H -1.511 -5.262 -0.867  N42 1.013
80 H -0.574 2.193 1.528  C49 1.075
81 H 1.478 1.758 1.127  C51 1.084
82 H 0.245 -0.527 -0.437  C52 1.083
83 H 0.864 1.031 -0.987  C52 1.086
84 H 1.950 -0.193 -0.395  C52 1.087
85 O 2.182 -5.797 -4.786  Si86 1.647, Si90 1.649
86 Si 2.397 -5.556 -6.401  O85 1.647, C87 1.871, C88 1.872, C89 1.866
87 C 3.496 -6.891 -7.117  Si86 1.871, H94 1.092, H95 1.092, H96 1.092
88 C 3.197 -3.892 -6.711  Si86 1.872, H97 1.092, H98 1.092, H99 1.092
89 C 0.755 -5.600 -7.287  Si86 1.866, H100 1.092, H101 1.092, H102 1.092
90 Si 3.066 -5.900 -3.397  O85 1.649, C91 1.864, C92 1.872, C93 1.871
91 C 1.954 -6.191 -1.931  Si90 1.864, H103 1.093, H104 1.091, H105 1.092
92 C 4.007 -4.308 -3.105  Si90 1.872, H106 1.092, H107 1.092, H108 1.092
93 C 4.299 -7.303 -3.502  Si90 1.871, H109 1.092, H110 1.092, H111 1.092
94 H 4.507 -6.829 -6.708  C87 1.092
95 H 3.563 -6.788 -8.201  C87 1.092
96 H 3.099 -7.883 -6.891  C87 1.092
97 H 2.626 -3.092 -6.235  C88 1.092
98 H 3.246 -3.687 -7.782  C88 1.092
99 H 4.213 -3.865 -6.314  C88 1.092
100 H 0.087 -4.819 -6.918  C89 1.092
101 H 0.260 -6.564 -7.153  C89 1.092
102 H 0.907 -5.440 -8.356  C89 1.092
103 H 1.236 -5.375 -1.815  C91 1.093
104 H 2.548 -6.252 -1.018  C91 1.091
105 H 1.399 -7.125 -2.042  C91 1.092
106 H 4.756 -4.145 -3.883  C92 1.092
107 H 4.520 -4.341 -2.142  C92 1.092
108 H 3.330 -3.451 -3.103  C92 1.092
109 H 5.047 -7.112 -4.274  C93 1.092
110 H 3.798 -8.244 -3.742  C93 1.092
111 H 4.818 -7.425 -2.550  C93 1.092
112 O 3.948 2.414 6.963  Si113 1.649, Si117 1.646
113 Si 4.245 2.643 5.357  O112 1.649, C114 1.872, C115 1.873, C116 1.863
114 C 5.536 1.428 4.756  Si113 1.872, H121 1.092, H122 1.092, H123 1.092
115 C 4.875 4.381 5.053  Si113 1.873, H124 1.092, H125 1.092, H126 1.092
116 C 2.688 2.389 4.367  Si113 1.863, H127 1.093, H128 1.086, H129 1.091
117 Si 4.736 2.443 8.407  O112 1.646, C118 1.865, C119 1.872, C120 1.872
118 C 3.557 2.045 9.797  Si117 1.865, H130 1.092, H131 1.092, H132 1.092
119 C 5.468 4.138 8.715  Si117 1.872, H133 1.092, H134 1.092, H135 1.092
120 C 6.119 1.182 8.421  Si117 1.872, H136 1.092, H137 1.092, H138 1.092
121 H 6.504 1.614 5.227  C114 1.092
122 H 5.665 1.515 3.675  C114 1.092
123 H 5.239 0.402 4.982  C114 1.092
124 H 4.186 5.120 5.466  C115 1.092
125 H 4.975 4.566 3.982  C115 1.092
126 H 5.852 4.533 5.516  C115 1.092
127 H 1.912 3.097 4.669  C116 1.093
128 H 2.301 1.383 4.499  C116 1.086
129 H 2.894 2.540 3.306  C116 1.091
130 H 2.743 2.770 9.844  C118 1.092
131 H 4.087 2.066 10.751  C118 1.092
132 H 3.121 1.051 9.672  C118 1.092
133 H 6.247 4.368 7.985  C119 1.092
134 H 5.913 4.187 9.711  C119 1.092
135 H 4.700 4.911 8.645  C119 1.092
136 H 6.894 1.439 7.695  C120 1.092
137 H 5.741 0.188 8.174  C120 1.092
138 H 6.583 1.136 9.409  C120 1.092

Net charge: 0
Structure (SMILES): C[C@H](F)c1cc2c(c(C(=O)C(F)(F)C(F)(F)C(F)(F)C(=O)O)c1)C(=O)c1c(c(CCCCS(=O)(=O)O)c(CC(N)(N)N)c(S(=O)(=O)F)c1[C@@H](Cl)[C@H](C)Cl)C2=O.C[Si](C)(C)O[Si](C)(C)C.C[Si](C)(C)O[Si](C)(C)C
HOMO level (eV): -9.55

***

The molecule C11H11N3O3, computed with wB97M-V/def2-TZVPD.

Each atom is followed by the atoms it is bonded to, with distances in Å.
Geometry (Å):
1 O 2.013 2.422 -4.042  C2 1.197
2 C 2.187 1.608 -3.182  O1 1.197, N3 1.390, C24 1.507
3 N 3.418 1.033 -2.895  C2 1.390, C4 1.365, H28 1.012
4 C 3.406 0.096 -1.902  N3 1.365, O5 1.201, C6 1.529
5 O 4.359 -0.488 -1.461  C4 1.201
6 C 1.955 -0.065 -1.450  C4 1.529, N7 1.454, C24 1.530, H27 1.105
7 N 1.893 0.158 -0.014  C6 1.454, N8 1.394, H23 1.017
8 N 0.737 -0.318 0.604  N7 1.394, C9 1.366, H22 1.017
9 C -0.337 0.507 0.779  N8 1.366, O10 1.211, C11 1.491
10 O -0.344 1.665 0.423  C9 1.211
11 C -1.501 -0.148 1.442  C9 1.491, C12 1.392, C16 1.392
12 C -1.358 -1.155 2.394  C11 1.392, C13 1.384, H21 1.081
13 C -2.477 -1.707 2.989  C12 1.384, C14 1.385, H20 1.080
14 C -3.744 -1.267 2.639  C13 1.385, C15 1.385, H19 1.080
15 C -3.891 -0.256 1.703  C14 1.385, C16 1.382, H18 1.080
16 C -2.775 0.306 1.113  C11 1.392, C15 1.382, H17 1.080
17 H -2.868 1.103 0.391  C16 1.080
18 H -4.876 0.097 1.438  C15 1.080
19 H -4.614 -1.705 3.105  C14 1.080
20 H -2.362 -2.483 3.732  C13 1.080
21 H -0.375 -1.485 2.696  C12 1.081
22 H 0.605 -1.322 0.693  N8 1.017
23 H 2.721 -0.213 0.447  N7 1.017
24 C 1.186 1.002 -2.232  C2 1.507, C6 1.530, H25 1.089, H26 1.094
25 H 0.328 0.617 -2.782  C24 1.089
26 H 0.820 1.769 -1.543  C24 1.094
27 H 1.625 -1.085 -1.721  C6 1.105
28 H 4.268 1.315 -3.366  N3 1.012

Net charge: 0
Structure (SMILES): O=C1C[C@H](NNC(=O)c2ccccc2)C(=O)N1
HOMO level (eV): -9.79
Relative energy (zero: lowest compared OMol25 entry of this formula, charge and spin) (eV): 0.000

***

A 2-piece molecular cluster, C5H11NO overall at a distorted geometry, computed with wB97M-V/def2-TZVPD.

Each atom is followed by the atoms it is bonded to, with distances in Å.
Geometry (Å):
1 N 0.491 -0.503 -2.671  C2 1.418, H7 1.011, H8 1.012
2 C 0.319 -0.348 -1.272  N1 1.418, C3 1.366, C6 1.489
3 C 1.368 -0.256 -0.402  C2 1.366, H9 1.077, H10 1.091
4 C -2.747 -0.771 1.097  C5 1.501, H11 1.086, H12 1.094, H13 1.123
5 C -1.412 -0.891 0.422  C4 1.501, C6 1.336, H14 1.084
6 C -1.077 -0.351 -0.754  C2 1.489, C5 1.336, H15 1.095
7 H 1.474 -0.466 -2.902  N1 1.011
8 H 0.194 -1.432 -2.936  N1 1.012
9 H 2.214 0.387 -0.225  C3 1.077
10 H 1.277 -0.960 0.427  C3 1.091
11 H -2.902 -1.219 2.073  C4 1.086
12 H -3.351 0.135 0.985  C4 1.094
13 H -3.389 -1.535 0.582  C4 1.123
14 H -0.761 -1.590 0.933  C5 1.084
15 H -1.812 -0.019 -1.495  C6 1.095
16 H 1.663 2.540 2.481  O18 0.963
17 H 2.552 3.173 3.399  O18 0.967
18 O 2.601 2.510 2.696  H16 0.963, H17 0.967

Net charge: 0
Structure (SMILES): C=C(N)/C=C/C.O
HOMO level (eV): -7.15
Relative energy (zero: lowest compared OMol25 entry of this formula, charge and spin) (eV): 4.212

***

Lowest unoccupied orbital energy per entry: -0.05915; 0.01965; 0.01955 Ha
Frontier orbital gap per entry: 7.94; 10.32; 7.68 eV
E_tot per entry: -6380.50703; -815.79531; -326.97655 hartree